{
  "formula": "CH4ClN",
  "method": "wB97M-V/def2-TZVPD",
  "lumo_energy_ev": 1.0,
  "smiles": "NCCl",
  "gap_ev": 10.5,
  "e_above_lowest_kj_mol": 85.3,
  "symbols": ["N", "C", "Cl", "H", "H", "H", "H"],
  "coordinates": [[-0.3393, 0.5739, -0.0097], [0.4659, -0.5025, -0.0241], [2.1849, 0.1036, 0.0018], [-0.3819, 1.2760, 0.8227], [-0.4525, 1.0135, -0.9963], [0.2674, -1.0920, -0.9785], [0.4998, -1.3605, 0.9118]],
  "forces_ev_per_a": [[-3.22, 3.71, -0.24], [1.34, -4.08, 1.18], [1.17, -0.39, -0.22], [0.49, -1.98, -2.37], [0.25, -0.78, 2.84], [0.66, 0.72, 1.27], [-0.69, 2.81, -2.46]]
}